C3H5BrClNO3 | ωB97M-V/def2-TZVPD

Geometry as XYZ:
```
14
Properties=species:S:1:pos:R:3
C 1.518 0.270 0.138
C 0.517 -0.908 0.411
C -0.825 -0.639 -0.258
N -1.874 1.898 0.099
O -2.798 1.533 0.727
O -1.247 2.894 -0.142
O 1.108 -2.023 -0.141
Cl -0.876 -0.662 -1.957
Br -2.426 -1.165 0.698
H 2.524 -0.035 0.201
H 1.456 1.140 0.829
H 1.289 0.695 -0.882
H 0.461 -1.234 1.385
H 1.173 -1.765 -1.109
```

Charge: 0
Kohn-Sham gap (alpha / beta) in eV: 9.2 / 7.4
Energy above the lowest of the compared OMol25 structures with the same formula, charge and spin in kcal per mole: 40.55
E in eV: -93383.5457
LUMO level (alpha / beta) in eV: -0.73 / -1.17

Atom charges from the Löwdin analysis, given in e for atoms 1 to 8: number 1, C, carries -0.039; number 2, C, carries -0.561; number 3, C, carries -1.035; number 4, N, carries -0.241; number 5, O, carries -0.011; number 6, O, carries 0.094; number 7, O, carries -0.067; number 8, Cl, carries 0.687